No. 1
Density functional theory data (ωB97M-V/def2-TZVPD) for a structure of composition C3H5NO4S at a distorted geometry.

## Properties
Charge   0
Relative energy (zero: lowest compared OMol25 entry of this formula, charge and spin)   86.55 kcal per mole
Orbital gap   9.132 eV

```
14
Properties=species:S:1:pos:R:3:mulliken_charge:R:1
S 0.29677 1.75937 0.21499 0.65
O 1.28749 2.43266 -0.63817 -0.55
O 3.21381 -0.56354 0.65963 -0.44
O -1.07615 1.87402 -0.52581 -0.47
O 0.97672 -0.97357 1.14001 -0.43
N -1.90024 -0.90901 -0.87728 -0.43
C 1.85780 -0.37093 0.47010 0.67
C 0.84396 0.13742 -0.33392 -0.25
C -1.76194 -0.81191 0.35690 -0.40
H 3.58741 -0.14752 -0.17084 0.37
H -2.18118 -1.69204 0.93848 0.26
H -2.23187 -1.87781 -1.18021 0.28
H -1.39143 1.00461 -0.94224 0.43
H -1.52114 0.13827 0.88836 0.31
```

***

No. 2
Density functional theory data (ωB97M-V/def2-TZVPD) for an isolated molecule of C3H5NO5S at a distorted geometry.

## Properties
Charge   0
Relative energy (zero: lowest compared OMol25 entry of this formula, charge and spin)   80.29 kcal per mole
Orbital gap   8.717 eV

```
15
Properties=species:S:1:pos:R:3:mulliken_charge:R:1
S 1.68181 -0.39865 -0.48904 0.58
O 0.32180 -1.07021 -1.35191 -0.09
O 2.85230 -1.15728 -0.71967 -0.51
O 1.18240 -0.99298 0.96902 -0.28
O 0.02670 0.67212 -2.70000 -0.25
O -0.00521 -0.07020 2.74928 -0.52
N -1.67094 0.97434 0.18734 -0.15
C -0.46330 0.66378 0.32615 -0.40
C -0.37115 -0.50025 -2.29001 -0.16
C -0.07368 -0.42970 1.37011 0.24
H -1.77432 1.47484 -0.63631 0.33
H 0.73562 0.60639 2.99566 0.36
H -0.70564 -1.35139 1.29198 0.29
H 0.77004 1.05558 -2.18831 0.35
H -2.50642 0.52363 0.48571 0.21
```